This record from the OMol25 dataset describes one molecule with the formula C6H7I. The level of theory is ωB97M-V with the def2-TZVPD basis set.

Output
HOMO ... -9.5 eV
M ... 206.026 g/mol
E ... -14430.5690 eV
ΔE to the lowest compared entry with this formula, charge and spin ... 95.5 kcal per mole

```
14
C6H7I ωB97M-V with the def2-TZVPD basis set
C -0.06 1.06 -0.67
C -0.20 1.42 -1.90
C 0.68 1.39 0.58
C 0.31 0.02 1.12
C -0.56 -0.25 -0.04
C -0.15 -1.38 -0.89
I -2.68 -0.25 0.33
H 1.83 1.61 0.72
H 0.06 2.30 1.05
H 1.17 -0.67 1.15
H -0.29 -0.18 2.06
H 0.18 -2.31 -0.37
H 0.65 -1.04 -1.56
H -0.93 -1.72 -1.57
```



This record from the OMol25 dataset describes a 3-piece molecular cluster, C29H54BN2O9S overall. The level of theory is ωB97M-V with the def2-TZVPD basis set.

Output
HOMO ... -11.4 eV
M ... 617.635 g/mol
Charge ... +1
E ... -63859.8839 eV

```
96
C29H54BN2O9S ωB97M-V with the def2-TZVPD basis set
C 2.33 4.73 -0.35
C 1.94 3.94 0.63
C 2.32 2.45 0.75
C 1.05 1.58 0.59
N 0.63 1.16 -0.78
C 0.93 1.88 -2.01
C 1.47 0.99 -3.18
C 0.78 1.41 -4.49
O 0.36 0.68 -5.31
O 0.70 2.79 -4.71
C -0.07 0.08 -0.63
C -0.78 -0.75 -1.70
C -1.79 0.07 -2.58
O -2.04 1.31 -1.93
C -2.74 2.23 -2.77
C -2.97 3.49 -1.91
C -0.20 -0.46 0.78
C -1.63 -0.76 1.31
C -2.65 0.42 1.18
C -4.09 -0.14 1.04
C -4.39 -0.67 -0.35
O -4.17 -1.80 -0.67
O -4.96 0.18 -1.24
B 0.53 -1.94 0.85
O -0.05 -2.95 1.63
C 1.85 -2.31 0.06
C 1.69 -3.50 -0.94
C 0.73 0.49 1.62
O -0.07 0.90 2.73
N 1.93 -0.14 2.28
C 2.01 0.21 3.43
S 2.39 0.75 4.85
H 1.81 5.63 -0.68
H 3.28 4.48 -0.86
H 1.31 4.38 1.43
H 3.16 2.18 0.10
H 2.65 2.32 1.80
H 0.25 2.32 0.82
H 1.73 2.61 -1.79
H 0.06 2.50 -2.29
H 1.42 -0.09 -2.99
H 2.54 1.23 -3.33
H -0.10 3.14 -4.30
H -1.40 -1.51 -1.19
H -0.07 -1.33 -2.32
H -1.43 0.20 -3.61
H -2.75 -0.49 -2.58
H -3.69 1.76 -3.08
H -2.10 2.52 -3.63
H -3.15 4.39 -2.51
H -3.79 3.32 -1.19
H -2.07 3.67 -1.29
H -1.61 -1.05 2.37
H -2.06 -1.62 0.76
H -2.64 0.95 2.15
H -2.40 1.18 0.42
H -4.24 -0.95 1.77
H -4.83 0.63 1.30
H -5.19 -0.37 -2.01
H -0.44 -3.59 1.00
H 2.28 -1.39 -0.41
H 2.59 -2.62 0.82
H 2.53 -3.46 -1.65
H 0.73 -3.47 -1.50
H 1.77 -4.44 -0.37
H -0.33 1.83 2.68
C -5.10 3.69 6.63
C -5.10 2.43 5.77
O -4.38 2.57 4.56
C -3.00 2.87 4.68
C -2.21 1.82 5.45
H -5.50 4.53 6.07
H -5.70 3.53 7.52
H -4.09 3.96 6.95
H -6.13 2.21 5.48
H -4.74 1.57 6.34
H -2.87 3.86 5.12
H -2.61 2.93 3.66
H -2.56 1.72 6.48
H -1.15 2.09 5.48
H -2.31 0.84 4.98
C 5.24 -4.60 -4.78
C 5.78 -4.20 -3.41
O 4.98 -4.66 -2.33
C 4.81 -6.06 -2.22
C 6.11 -6.82 -2.04
H 4.23 -4.22 -4.91
H 5.88 -4.19 -5.57
H 5.21 -5.68 -4.91
H 5.80 -3.12 -3.34
H 6.81 -4.54 -3.29
H 4.25 -6.44 -3.08
H 4.18 -6.22 -1.34
H 6.78 -6.70 -2.90
H 5.91 -7.89 -1.92
H 6.64 -6.47 -1.16
```



This record from the OMol25 dataset describes C38H49BNO9Sn as an isolated structure. The level of theory is ωB97M-V with the def2-TZVPD basis set.

Output
HOMO ... -4.3 eV
M ... 793.331 g/mol
Charge ... -1
E ... -66635.4204 eV
ΔE to the lowest compared entry with this formula, charge and spin ... 26.8 kcal per mole

```
99
C38H49BNO9Sn ωB97M-V with the def2-TZVPD basis set
Sn -1.72 -2.14 0.37
C 1.40 4.23 2.71
C 0.55 3.38 3.66
C 1.07 3.58 5.08
C -0.90 3.88 3.62
C 0.63 1.92 3.20
C -0.02 1.53 2.03
C 0.07 0.23 1.53
N -0.60 -0.24 0.42
C -1.02 0.63 -0.59
C -0.36 1.78 -1.01
C -0.82 2.54 -2.07
C -1.98 2.13 -2.72
C -2.66 0.96 -2.37
C -2.15 0.19 -1.32
O -2.67 -1.00 -0.99
C -3.95 0.54 -3.09
C -4.34 1.53 -4.19
C -3.77 -0.84 -3.75
C -5.10 0.46 -2.08
C -0.02 3.76 -2.52
C 1.36 3.31 -3.02
C 0.18 4.73 -1.34
C -0.70 4.53 -3.65
C 0.91 -0.65 2.23
O 1.06 -1.92 1.68
C 1.55 -0.33 3.42
C 1.38 0.98 3.89
C 2.30 -1.38 4.26
C 1.28 -2.40 4.77
C 3.40 -2.11 3.46
C 2.99 -0.74 5.46
H 1.41 5.27 3.03
H 1.01 4.19 1.69
H 2.43 3.86 2.68
H 0.93 4.62 5.37
H 2.14 3.35 5.15
H 0.55 2.95 5.80
H -0.95 4.91 3.98
H -1.55 3.26 4.25
H -1.32 3.87 2.61
H -0.65 2.24 1.50
H 0.56 2.05 -0.50
H -2.37 2.73 -3.53
H -3.59 1.59 -4.98
H -4.51 2.53 -3.79
H -5.28 1.19 -4.64
H -2.91 -0.82 -4.43
H -4.66 -1.11 -4.32
H -3.62 -1.59 -2.98
H -5.27 1.44 -1.63
H -4.89 -0.25 -1.29
H -6.02 0.16 -2.59
H 1.93 2.81 -2.23
H 1.94 4.17 -3.37
H 1.26 2.60 -3.85
H 0.68 4.24 -0.51
H -0.79 5.09 -0.98
H 0.78 5.59 -1.64
H -0.81 3.91 -4.55
H -0.11 5.41 -3.92
H -1.70 4.87 -3.36
H 1.86 1.27 4.82
H 0.78 -2.90 3.94
H 0.53 -1.91 5.39
H 1.78 -3.16 5.38
H 2.99 -2.80 2.73
H 4.00 -2.71 4.15
H 4.06 -1.41 2.96
H 2.28 -0.30 6.16
H 3.70 0.04 5.17
H 3.54 -1.51 6.00
O -1.71 -3.33 -3.56
C -1.01 -3.58 -2.45
O -0.43 -2.71 -1.84
C -1.01 -5.04 -2.07
O -0.87 -5.15 -0.69
C -1.96 -5.86 -0.10
C -3.33 -5.22 -0.38
O -4.28 -6.00 -0.44
O -3.35 -3.95 -0.50
H -1.73 -2.37 -3.67
H -0.16 -5.52 -2.58
H -1.93 -5.48 -2.45
H -1.77 -5.83 0.98
H -1.97 -6.90 -0.43
O 2.08 -3.42 0.14
B 1.88 -2.13 0.63
O 2.61 -1.17 -0.06
C 3.30 -1.90 -1.00
C 4.20 -1.44 -1.93
C 4.78 -2.41 -2.76
C 4.47 -3.76 -2.64
C 3.55 -4.20 -1.68
C 2.99 -3.24 -0.88
H 4.44 -0.39 -2.02
H 5.49 -2.10 -3.51
H 4.94 -4.48 -3.29
H 3.29 -5.25 -1.57
```



This record from the OMol25 dataset describes one molecule with the formula C20H22BrN3O5S. The level of theory is ωB97M-V with the def2-TZVPD basis set.

Output
SMILES ... O=C(NCCc1ccccc1)C(=O)NC[C@H]1OCCN1S(=O)(=O)c1ccc(Br)cc1
HOMO ... -9.3 eV
M ... 496.383 g/mol
E ... -116683.4232 eV
ΔE to the lowest compared entry with this formula, charge and spin ... 0.0 kcal per mole

```
52
C20H22BrN3O5S ωB97M-V with the def2-TZVPD basis set
O -1.15 -2.17 1.50
C -0.48 -1.93 0.51
N 0.85 -2.01 0.40
C 1.76 -2.17 1.51
C 2.69 -0.95 1.60
C 3.63 -0.91 0.42
C 3.23 -0.38 -0.80
C 4.08 -0.38 -1.88
C 5.35 -0.91 -1.77
C 5.77 -1.44 -0.56
C 4.91 -1.44 0.53
C -1.14 -1.42 -0.78
O -0.51 -0.75 -1.58
N -2.42 -1.78 -0.88
C -3.35 -1.07 -1.72
C -4.13 -0.05 -0.87
O -5.04 -0.75 -0.05
C -5.00 -0.19 1.25
C -3.55 0.30 1.38
N -3.22 0.67 0.02
S -2.97 2.30 -0.29
O -3.34 2.55 -1.65
O -3.55 3.10 0.75
C -1.19 2.39 -0.14
C -0.63 2.60 1.11
C 0.74 2.72 1.24
C 1.53 2.63 0.10
Br 3.41 2.85 0.26
C 0.98 2.40 -1.15
C -0.40 2.28 -1.27
H 1.24 -1.73 -0.49
H 2.35 -3.08 1.36
H 1.16 -2.27 2.41
H 2.08 -0.05 1.63
H 3.26 -1.02 2.53
H 2.24 0.05 -0.90
H 3.75 0.03 -2.83
H 6.02 -0.91 -2.62
H 6.76 -1.85 -0.46
H 5.24 -1.85 1.47
H -2.82 -2.23 -0.07
H -2.78 -0.55 -2.49
H -4.06 -1.76 -2.18
H -4.64 0.67 -1.52
H -5.69 0.66 1.32
H -5.28 -0.96 1.96
H -2.88 -0.49 1.73
H -3.46 1.18 2.02
H -1.28 2.70 1.96
H 1.19 2.90 2.20
H 1.61 2.33 -2.02
H -0.87 2.11 -2.22
```



This record from the OMol25 dataset describes one molecule with the formula C4H8O2. The level of theory is ωB97M-V with the def2-TZVPD basis set.

Output
SMILES ... CO[C@@H](C)C=O
HOMO ... -9.7 eV
M ... 88.106 g/mol
E ... -8371.7373 eV
ΔE to the lowest compared entry with this formula, charge and spin ... 35.6 kcal per mole

```
14
C4H8O2 ωB97M-V with the def2-TZVPD basis set
C 1.89 0.05 -0.57
O 0.79 -0.71 -0.10
C -0.42 0.02 -0.17
C -1.57 -0.95 0.05
C -0.40 1.05 0.95
O -0.68 2.22 0.82
H 2.80 -0.43 -0.22
H 1.90 0.10 -1.67
H 1.86 1.08 -0.18
H -0.52 0.55 -1.13
H -1.54 -1.73 -0.72
H -1.49 -1.43 1.03
H -2.53 -0.43 -0.01
H -0.09 0.63 1.94
```